ORCA calculation (wB97M-V/def2-TZVPD) on C39H31AsLiN2OS2 as an isolated structure at a distorted geometry.

The value obtained for the frontier orbital gap is 7.483 eV. The calculation puts the maximum force at 3.99 eV/Å. The total charge is +1. The value obtained for the energy above the lowest of the compared OMol25 structures with the same formula, charge and spin is 195.7 kJ/mol. The calculation puts the total energy at -128682.77552 eV.

Last column: Löwdin charge in e.
Element x y z (Å)
Li: -16.989 -11.468 -9.036  0.654
S: -22.397 -9.651 -7.619  1.082
C: -24.093 -9.522 -7.506  -0.389
C: -24.689 -10.507 -8.212  -0.198
C: -23.814 -11.367 -8.837  -0.112
C: -22.499 -11.036 -8.575  -0.524
C: -21.335 -11.654 -9.170  -0.172
C: -20.012 -11.327 -8.773  -0.068
N: -18.957 -11.845 -9.380  0.046
C: -19.058 -12.698 -10.399  -0.179
C: -20.317 -12.989 -10.932  -0.130
C: -20.390 -13.704 -12.174  -0.004
C: -19.290 -14.234 -12.707  -0.030
C: -18.028 -13.978 -12.182  -0.148
C: -16.840 -14.460 -12.756  0.081
C: -15.608 -14.174 -12.175  -0.175
C: -15.582 -13.406 -10.992  -0.071
N: -16.677 -12.856 -10.476  0.060
C: -17.879 -13.184 -11.036  -0.147
C: -14.313 -14.738 -12.738  -0.516
C: -13.627 -14.251 -13.801  -0.123
C: -12.606 -15.140 -14.148  -0.218
C: -12.494 -16.265 -13.390  -0.392
S: -13.688 -16.228 -12.144  1.030
C: -21.468 -12.513 -10.303  0.085
H: -24.570 -8.655 -7.047  0.084
H: -25.789 -10.513 -8.184  0.126
H: -24.134 -12.182 -9.481  0.118
H: -19.865 -10.567 -7.992  0.108
H: -21.344 -13.800 -12.694  0.130
H: -19.291 -14.787 -13.671  0.143
H: -16.935 -15.118 -13.594  0.131
H: -14.598 -13.365 -10.439  0.111
H: -13.704 -13.379 -14.476  0.135
H: -12.023 -14.919 -15.056  0.117
H: -11.870 -17.198 -13.510  0.096
H: -22.445 -12.634 -10.778  0.128
C: -12.385 -12.278 -3.218  -0.075
C: -12.798 -13.561 -3.643  -0.093
C: -12.985 -13.920 -4.956  -0.103
C: -12.649 -12.969 -5.942  -0.368
C: -12.289 -11.669 -5.541  -0.152
C: -12.034 -11.336 -4.174  -0.062
As: -12.927 -13.127 -7.935  1.372
C: -13.499 -15.013 -7.946  -0.412
C: -12.572 -16.052 -7.781  -0.108
C: -12.985 -17.377 -7.891  -0.040
C: -14.356 -17.598 -8.233  -0.082
C: -15.268 -16.584 -8.384  -0.084
C: -14.834 -15.245 -8.223  -0.128
C: -11.183 -13.434 -8.780  -0.399
C: -11.029 -14.093 -9.987  -0.122
C: -9.775 -14.232 -10.528  -0.048
C: -8.683 -13.725 -9.796  -0.099
C: -8.821 -12.969 -8.731  -0.093
C: -10.094 -12.811 -8.188  -0.095
H: -12.237 -12.192 -2.182  0.089
H: -13.058 -14.174 -2.764  0.114
H: -13.110 -15.023 -5.213  0.125
H: -12.126 -10.870 -6.290  0.102
H: -11.887 -10.327 -3.888  0.091
H: -11.561 -15.810 -7.503  0.107
H: -12.336 -18.199 -7.881  0.088
H: -14.724 -18.620 -8.420  0.113
H: -16.253 -16.752 -8.753  0.096
H: -15.493 -14.412 -8.345  0.064
H: -11.825 -14.449 -10.621  0.076
H: -9.510 -14.864 -11.399  0.121
H: -7.689 -13.841 -10.066  0.092
H: -8.044 -12.576 -8.134  0.106
H: -10.240 -12.246 -7.288  0.080
C: -15.858 -11.437 -6.328  -0.098
O: -15.737 -11.276 -7.750  -0.228
H: -16.859 -11.171 -6.183  0.066
H: -15.156 -10.879 -5.814  0.058
H: -15.710 -12.510 -5.948  0.119
H: -14.894 -11.681 -7.898  -0.061